<a>
Below is a 2-piece molecular cluster, C2H8N2O2S overall, with properties calculated with ωB97M-V/def2-TZVPD.

Calculated values
gap between HOMO and LUMO (spin up / spin down) = 0.300 / 0.287 Ha
HOMO level (spin up / spin down) = -8.33 / -8.38 eV
molecular weight = 124.165 g/mol

```
! wB97M-V def2-TZVPD RIJCOSX def2/J DEFGRID3
* xyz 0 1
S -1.8681 -1.3368 -0.0532
O 0.9704 -1.6840 0.7365
O -3.3040 -1.2836 -0.3025
N -1.4138 0.2710 0.0489
N -0.1893 0.6872 0.3471
C -2.4737 1.2343 0.1195
C 1.9216 -1.6061 -0.3119
H 1.0392 -0.8345 1.1175
H -3.5026 0.8096 -0.2065
H -0.2885 1.7625 0.2456
H -2.6299 1.5788 1.1649
H 2.8380 -1.1178 0.1404
H -2.0880 2.0580 -0.4597
H 1.5190 -0.9903 -1.0649
H 2.0697 -2.6790 -0.5402
*
```

---

<b>
Below is a 2-piece molecular cluster, C2H8N2O2S overall, with properties calculated with ωB97M-V/def2-TZVPD.

Calculated values
gap between HOMO and LUMO = 0.334 Ha
HOMO level = -8.30 eV
molecular weight = 124.165 g/mol

```
! wB97M-V def2-TZVPD RIJCOSX def2/J DEFGRID3
* xyz 0 1
S -1.9160 -0.8706 -0.5529
O -1.0510 -0.7810 0.8986
O -0.8816 -0.4165 -1.4302
N 1.7305 -0.2735 -0.6532
N 1.9034 0.1878 0.5790
C 3.0463 0.0034 1.1952
C -3.0221 0.6508 -0.3877
H 2.5229 -0.8702 -1.0213
H 3.8701 -0.6042 0.8416
H -3.1169 1.1915 -1.3398
H 0.8431 -0.2311 -1.2203
H 3.0528 0.4779 2.1599
H -2.5968 1.3558 0.1897
H -4.0189 0.4384 0.0814
H -0.3658 -0.2586 0.6602
*
```

---

Most stable = <b>

---

<a>
Below is one molecule with the formula C2H3N5O, with properties calculated with ωB97M-V/def2-TZVPD.

Calculated values
gap between HOMO and LUMO = 0.379 Ha
HOMO level = -10.17 eV
molecular weight = 113.080 g/mol

```
! wB97M-V def2-TZVPD RIJCOSX def2/J DEFGRID3
* xyz 0 1
O 0.6350 -0.9781 -2.0759
N -1.0417 -0.6438 0.4698
N 1.4915 1.0198 -1.3720
N -0.0517 0.2100 -0.1100
N 1.2497 1.8509 -0.3508
N 0.3247 1.4187 0.4176
C -1.0396 -0.4674 1.7119
C 0.6169 0.0185 -1.2628
H -1.8070 -0.9796 2.2429
H -0.2880 0.1159 2.2293
H -0.0900 -1.5648 -1.8999
*
```

---

<b>
Below is C2H3N5O as an isolated structure, with properties calculated with ωB97M-V/def2-TZVPD.

Calculated values
gap between HOMO and LUMO = 0.285 Ha
HOMO level = -9.47 eV
molecular weight = 113.080 g/mol

```
! wB97M-V def2-TZVPD RIJCOSX def2/J DEFGRID3
* xyz 0 1
O 2.1271 -0.9137 -0.3674
N -1.2812 1.1303 -0.2511
N 0.7750 1.0403 0.7772
N -0.4113 1.8098 -0.3467
N -0.1411 -1.0762 -0.0482
N -2.5443 -0.8734 0.0957
C -1.3376 -0.4386 0.0372
C 0.8790 -0.3167 -0.0237
H -2.2908 -1.9449 0.0835
H 1.4246 1.7566 -0.8087
H 2.8005 -0.1734 0.8523
*
```

---

Most stable = <a>

---

<a>
Below is one molecule with the formula C6H10N2O3, with properties calculated with ωB97M-V/def2-TZVPD.

Calculated values
gap between HOMO and LUMO = 0.357 Ha
HOMO level = -9.88 eV
molecular weight = 158.157 g/mol

```
! wB97M-V def2-TZVPD RIJCOSX def2/J DEFGRID3
* xyz 0 1
O -2.2990 -1.2937 -1.1260
O -0.7877 -0.6725 0.4663
O 2.3289 -0.0965 1.4529
N 1.2795 -1.0460 -0.2401
N 0.1737 -1.5050 -0.1585
C -3.0063 0.2947 0.5160
C 2.0876 -0.1075 0.2630
C 4.4125 0.6483 -0.6309
C 2.8321 0.8851 -0.6211
C -4.3760 -0.5390 0.7238
C -2.0229 -0.6437 -0.1950
H 4.8127 0.5732 0.3305
H -2.7949 0.7336 1.4587
H 2.6243 1.9129 -0.1951
H -5.3172 0.0258 0.4294
H 4.5236 -0.3337 -1.2262
H 2.5042 0.8435 -1.6976
H 4.7130 1.4801 -1.2937
H -4.3479 -0.7153 1.8101
H -4.2125 -1.5477 0.2376
H -3.1276 1.1035 -0.3040
*
```

---

<b>
Below is one molecule with the formula C6H10N2O3, with properties calculated with ωB97M-V/def2-TZVPD.

Calculated values
gap between HOMO and LUMO = 0.318 Ha
HOMO level = -8.00 eV
molecular weight = 158.157 g/mol

```
! wB97M-V def2-TZVPD RIJCOSX def2/J DEFGRID3
* xyz 0 1
O 3.2605 2.1085 0.2746
O -1.3947 1.4037 -0.0413
O 4.2584 -0.5612 -0.6588
N 1.2671 1.1423 -0.1010
N 0.4572 0.1017 -0.4364
C -0.8082 0.2231 -0.3956
C 2.6266 1.1518 -0.1839
C -1.6295 -0.9769 -0.7355
C -2.7859 1.5558 -0.2044
C 4.3483 -1.0155 0.7136
C 3.4305 0.3009 -1.0352
H -3.3471 0.8491 0.4128
H 3.5142 -1.6855 0.9246
H 5.2925 -1.5469 0.8096
H -0.9540 -1.7961 -0.9578
H 0.8511 1.9887 0.2831
H -3.0775 1.4374 -1.2525
H -2.2582 -0.7852 -1.6034
H -3.0138 2.5719 0.1151
H 4.3150 -0.1577 1.3850
H -2.2669 -1.2552 0.1036
*
```

---

Most stable = <a>

---

<a>
Below is one molecule with the formula C19H24N2O5S, with properties calculated with ωB97M-V/def2-TZVPD.

Calculated values
gap between HOMO and LUMO = 0.330 Ha
HOMO level = -8.35 eV
molecular weight = 392.477 g/mol

```
! wB97M-V def2-TZVPD RIJCOSX def2/J DEFGRID3
* xyz 0 1
S -0.4247 1.7657 -2.7905
O -3.1036 -0.7337 0.2359
O -2.2102 -0.6123 2.9741
O 4.3900 -1.4433 0.9479
O -0.2100 2.2714 -4.1120
O -1.3232 0.6579 -2.6192
N -1.0222 3.0269 -1.8687
N 2.2949 -0.5465 0.8500
C 3.2516 -1.3893 1.3496
C 2.7183 -2.2511 2.4801
C -3.5818 -0.9274 -1.0808
C 0.0008 -2.7272 0.1792
C 1.1529 1.3379 -2.0563
C -1.4458 2.6815 -0.5357
C 0.3999 -2.6440 1.5045
C -0.2526 4.2403 -1.9794
C 1.6768 -3.2758 1.9898
C 2.3528 0.2245 -0.3061
C -3.5544 -0.2055 2.8389
C -1.9638 -1.3791 0.6236
C -1.5766 -1.2968 1.9772
C -1.1613 -2.1065 -0.2485
C 1.1449 0.5726 -0.9118
C 3.5305 1.4367 -2.0204
C 3.5490 0.6635 -0.8723
C 2.3309 1.7876 -2.6205
C -0.4088 -1.9321 2.3835
H 2.2893 2.3767 -3.5221
H 1.4504 -3.9450 2.8237
H 0.0326 4.3475 -3.0227
H 2.1170 -3.8732 1.1898
H 2.2751 -1.6084 3.2427
H 4.4630 1.7671 -2.4515
H -4.1993 -1.0389 2.5526
H -3.6640 0.6019 2.1124
H 0.2067 0.2140 -0.5172
H -1.9486 1.7197 -0.5887
H -3.7484 -1.9886 -1.2875
H -1.4293 -2.1652 -1.2901
H 3.5647 -2.7816 2.9174
H -2.9007 -0.5015 -1.8221
H -4.5335 -0.3993 -1.1161
H -0.6035 2.6217 0.1664
H -0.1516 -1.8552 3.4292
H 0.6008 -3.2704 -0.5348
H -2.1503 3.4333 -0.1780
H 1.3579 -0.6877 1.2101
H 0.6482 4.2195 -1.3519
H -0.8713 5.0885 -1.6855
H -3.8420 0.1513 3.8281
H 4.4826 0.3781 -0.4164
*
```

---

<b>
Below is one molecule with the formula C19H24N2O5S, with properties calculated with ωB97M-V/def2-TZVPD.

Calculated values
gap between HOMO and LUMO = 0.336 Ha
HOMO level = -8.58 eV
molecular weight = 392.477 g/mol

```
! wB97M-V def2-TZVPD RIJCOSX def2/J DEFGRID3
* xyz 0 1
S 0.8778 -1.3097 -3.2648
O 2.0728 -2.1076 -3.2899
O -1.1033 1.8683 3.0677
O 0.4197 -0.7009 -4.4766
O 1.6700 2.9508 0.7489
O -1.9676 0.5686 -1.8142
N -2.0986 -0.2230 0.2782
N -0.3265 -2.3187 -2.7372
C 1.1137 -0.0384 -2.0282
C -0.1301 -0.0489 2.5087
C -0.6749 -3.1009 -0.4482
C -1.7129 -1.9976 -2.9275
C 1.8118 -0.3398 -0.8775
C -2.4618 -1.7661 -1.5987
C 2.4568 2.7806 1.9144
C 0.3504 0.3473 3.7830
C -0.2749 1.5197 4.0680
C -1.8554 1.0601 0.8965
C 2.3902 4.0790 2.7025
C -1.0111 0.9166 2.1172
C -2.1796 -2.9372 -0.6541
C 0.8413 2.2154 -1.3013
C 2.0309 0.6359 0.0808
C -2.1361 -0.3706 -1.0652
C 1.5352 1.9230 -0.1212
C 0.6373 1.2403 -2.2535
C -0.0302 -3.3736 -1.8076
H -0.4138 -4.3219 -2.2085
H -0.2536 -2.1856 -0.0278
H -2.7994 1.5483 1.1760
H 0.1145 1.4480 -3.1716
H -1.7490 -1.1002 -3.5453
H 2.0666 1.9537 2.5214
H 0.1532 -0.9248 1.9625
H 2.5898 0.3887 0.9691
H 1.3595 4.2927 2.9719
H -0.4694 -3.9291 0.2319
H 2.9866 3.9942 3.6062
H 2.7676 4.9000 2.0997
H 1.0552 -3.4427 -1.7451
H -2.5679 -3.8468 -1.1206
H -3.5339 -1.7388 -1.8314
H 2.2083 -1.3347 -0.7480
H -2.1970 -2.8219 -3.4680
H 1.0590 -0.1736 4.3938
H -1.3637 1.6868 0.1426
H -2.7022 -2.8252 0.2990
H -2.3091 -0.9911 0.8925
H -0.2196 2.1773 4.9122
H 3.4942 2.5537 1.6330
H 0.4792 3.2208 -1.4455
*
```

---

Most stable = <b>

---

<a>
Below is one molecule with the formula C4H10S, with properties calculated with ωB97M-V/def2-TZVPD.

Calculated values
gap between HOMO and LUMO = 0.368 Ha
HOMO level = -8.98 eV
molecular weight = 90.191 g/mol

```
! wB97M-V def2-TZVPD RIJCOSX def2/J DEFGRID3
* xyz 0 1
S 1.9982 1.9057 -1.6453
C 0.1729 0.1397 -0.5223
C 1.6074 0.7055 -0.3765
C -1.7949 -0.9273 0.8297
C -0.3012 -0.7206 0.6643
H 0.2661 -0.4482 -1.3943
H -0.4944 0.9636 -0.6041
H -2.2175 0.1567 1.0178
H 1.7156 1.1524 0.6615
H 0.0672 -1.8135 0.4480
H 0.8090 2.0739 -2.0571
H 2.4540 -0.1292 -0.3113
H 0.2452 -0.2687 1.5855
H -2.4633 -1.2442 0.0183
H -2.0644 -1.5458 1.6858
*
```

---

<b>
Below is one molecule with the formula C4H10S, with properties calculated with ωB97M-V/def2-TZVPD.

Calculated values
gap between HOMO and LUMO = 0.342 Ha
HOMO level = -8.26 eV
molecular weight = 90.191 g/mol

```
! wB97M-V def2-TZVPD RIJCOSX def2/J DEFGRID3
* xyz 0 1
S 0.4045 -1.2270 0.7314
C 0.3160 -2.2435 -0.7249
C -0.5299 2.7626 -0.6211
C -0.8775 1.2746 -0.2900
C 0.3134 0.4932 0.4663
H -0.5387 3.6224 -0.0019
H 1.3199 0.7089 -0.0444
H -1.3167 0.8327 -1.1636
H -1.5630 1.2735 0.6412
H 0.3677 0.9450 1.4078
H -0.3219 -1.9588 -1.5421
H -0.1047 -3.1507 -0.3418
H 1.2488 -2.3839 -1.2193
H -1.2221 3.2742 -1.3152
H 0.3263 2.7478 -1.1051
*
```

---

Most stable = <a>